Record 1
Formula: C27H57MoN2OP3
Source: OMol25
Level of theory: ωB97M-V/def2-TZVPD

The HOMO energy (spin up / spin down) comes out at -13.81 / -13.81 eV. Its net charge is +2. The calculated total energy is -2339.4842 Eh. Its spin multiplicity is 1. Its largest force on an atom is 4.0 eV Å⁻¹.

The geometry in XYZ format:
```
91
Properties=species:S:1:pos:R:3:mulliken_charge:R:1
Mo 0.061 -0.576 -0.770 0.169
P 2.039 -1.740 -1.547 1.766
P -2.233 -1.487 -1.431 1.513
N 0.120 0.487 -2.217 -0.629
H 0.319 -2.186 -0.376 0.858
C 1.655 -3.046 -2.770 -1.403
H 2.432 -3.831 -2.782 0.468
H 1.577 -2.602 -3.776 0.369
H 0.680 -3.490 -2.519 0.371
C 3.294 -2.370 -0.400 -1.336
H 4.044 -2.965 -0.938 0.495
H 2.792 -2.999 0.341 0.245
H 3.819 -1.544 0.104 0.440
C 3.102 -0.616 -2.589 -1.311
H 4.086 -1.085 -2.767 0.492
H 3.248 0.334 -2.050 0.254
H 2.619 -0.402 -3.557 0.363
C -2.430 -2.632 -2.849 -1.389
H -3.490 -2.897 -2.954 0.511
H -1.873 -3.549 -2.656 0.410
H -2.074 -2.187 -3.779 0.294
C -3.525 -2.126 -0.300 -1.276
H -4.335 -2.561 -0.899 0.496
H -3.931 -1.338 0.343 0.349
H -3.100 -2.924 0.318 0.259
C -3.129 -0.011 -2.126 -0.964
H -4.184 -0.247 -2.318 0.487
H -2.665 0.302 -3.068 0.301
H -3.081 0.830 -1.423 0.166
C 0.104 1.039 -3.456 -0.590
C -0.124 0.791 -5.865 -1.029
C -0.084 0.220 -4.597 0.834
C 0.244 2.433 -3.617 -0.130
C 0.176 3.013 -4.873 -0.793
C -0.003 2.185 -5.996 -0.391
H -0.260 0.172 -6.761 0.424
H -0.225 -0.856 -4.483 0.304
H 0.378 3.009 -2.706 0.275
H 0.259 4.100 -4.974 0.437
H -0.038 2.670 -6.975 0.413
C -0.350 -3.878 0.259 1.148
O -1.243 -3.975 -0.620 -0.625
C 0.917 -4.750 0.186 -1.523
H 1.566 -4.470 1.044 0.440
H 1.469 -4.643 -0.761 0.230
H 0.521 -5.788 0.310 0.419
C -0.687 -3.613 1.708 -1.221
H -1.555 -4.253 1.902 0.436
H -0.874 -2.574 1.987 -0.021
H 0.136 -4.006 2.314 0.529
C 2.093 2.566 3.586 -1.566
C 1.935 1.781 2.274 1.843
C 2.456 2.602 1.088 -1.671
C 2.733 0.465 2.337 -1.817
P 0.094 1.426 1.996 -0.568
N 0.082 0.329 0.758 -0.533
C -0.756 0.524 3.409 2.211
C -1.191 1.527 4.484 -1.685
C -1.991 -0.227 2.897 -1.523
C 0.202 -0.513 3.996 -1.733
C -0.877 2.890 1.344 2.589
C -2.369 2.521 1.276 -1.641
C -0.666 4.109 2.250 -1.814
C -0.414 3.218 -0.076 -1.963
H 3.151 2.852 3.720 0.479
H 1.805 1.956 4.459 0.281
H 1.502 3.493 3.565 0.350
H 3.541 2.692 1.205 0.672
H 2.280 2.120 0.119 0.186
H 2.063 3.622 1.074 0.293
H 2.643 -0.084 3.282 0.259
H 2.474 -0.200 1.510 0.202
H 3.788 0.755 2.240 0.624
H -2.009 2.177 4.133 0.324
H -1.573 0.947 5.343 0.493
H -0.370 2.163 4.851 0.300
H -1.749 -0.828 2.011 -0.046
H -2.326 -0.908 3.696 0.585
H -2.845 0.416 2.652 0.264
H 0.600 -1.188 3.224 0.215
H 1.035 -0.068 4.558 0.321
H -0.382 -1.124 4.701 0.635
H -2.832 2.414 2.270 0.320
H -2.885 3.349 0.769 0.656
H -2.531 1.613 0.672 0.041
H 0.352 4.502 2.149 0.343
H -1.358 4.892 1.905 0.541
H -0.891 3.904 3.306 0.284
H 0.540 3.749 -0.114 0.363
H -0.341 2.322 -0.698 -0.095
H -1.180 3.876 -0.494 0.646
```

***

Record 2
Formula: C34H33LiN4S
Source: OMol25
Level of theory: ωB97M-V/def2-TZVPD

The HOMO energy comes out at -6.72 eV. The value obtained for the relative energy (zero: lowest compared OMol25 entry of this formula, charge and spin) is 0.0 kcal/mol. The calculated total energy is -1940.1637 Eh. Its spin multiplicity is 1. Its largest force on an atom is 0.4 eV Å⁻¹.

The geometry in XYZ format:
```
73
Properties=species:S:1:pos:R:3:mulliken_charge:R:1
Li -1.331 0.041 0.249 0.944
C 2.015 3.416 -2.662 -1.124
C 2.403 4.303 -1.513 1.239
C 2.776 5.625 -1.736 -0.608
C 3.163 6.458 -0.697 -0.664
C 3.181 5.975 0.602 -0.651
C 2.791 4.670 0.850 -0.692
C 2.403 3.835 -0.194 -0.299
N 2.030 2.494 0.093 0.434
C 0.715 2.026 0.070 0.102
N -0.186 2.940 -0.334 0.136
C -1.576 2.853 -0.702 0.838
C -2.296 1.665 -0.586 -1.124
C -3.634 1.770 -1.001 -0.446
C -4.207 2.940 -1.479 -0.954
C -3.435 4.090 -1.561 -0.671
C -2.104 4.070 -1.173 0.834
C -1.282 5.334 -1.261 -1.337
N 0.439 0.810 0.439 -0.538
C 1.516 -0.007 0.847 -0.469
C 1.844 -0.089 2.200 0.013
C 2.894 -0.886 2.636 -0.792
C 3.625 -1.622 1.716 -0.712
C 3.279 -1.570 0.373 -0.848
C 2.231 -0.779 -0.082 1.861
C 1.869 -0.743 -1.540 -1.649
H 2.397 3.818 -3.599 0.528
H 0.930 3.324 -2.751 0.242
H 2.408 2.410 -2.521 0.045
H 2.776 6.001 -2.752 0.408
H 3.454 7.480 -0.903 0.396
H 3.483 6.615 1.421 0.394
H 2.774 4.284 1.862 0.488
H 2.620 2.005 0.749 0.258
H 0.209 3.858 -0.453 -0.272
H -4.270 0.889 -0.942 0.394
H -5.248 2.964 -1.783 0.350
H -3.864 5.016 -1.928 0.301
H -1.897 6.156 -1.623 0.376
H -0.434 5.238 -1.947 0.197
H -0.882 5.635 -0.287 0.354
H 1.260 0.494 2.902 0.483
H 3.141 -0.925 3.690 0.405
H 4.453 -2.239 2.041 0.508
H 3.832 -2.166 -0.346 0.383
H 2.266 -1.615 -2.058 0.494
H 2.279 0.149 -2.019 0.151
H 0.788 -0.705 -1.678 0.278
N -1.467 -1.790 1.046 -0.509
S -1.629 -3.025 0.070 0.181
C -2.989 -4.058 0.617 0.405
C -2.915 -4.795 1.792 -0.240
C -4.026 -5.505 2.215 -0.652
C -5.197 -5.479 1.464 -0.413
C -5.262 -4.742 0.292 -0.550
C -4.153 -4.022 -0.135 -0.350
C -0.300 -4.210 0.345 0.412
C -0.374 -5.466 -0.248 -0.532
C 0.659 -6.365 -0.059 -0.522
C 1.759 -6.007 0.715 -0.551
C 1.828 -4.747 1.285 -0.498
C 0.797 -3.832 1.095 0.074
H -1.402 -2.074 2.021 0.135
H -1.995 -4.823 2.363 0.387
H -3.980 -6.082 3.129 0.388
H -6.061 -6.037 1.798 0.381
H -6.174 -4.722 -0.288 0.384
H -4.193 -3.431 -1.041 0.384
H -1.239 -5.743 -0.838 0.418
H 0.608 -7.346 -0.513 0.396
H 2.565 -6.713 0.866 0.393
H 2.688 -4.458 1.873 0.437
H 0.857 -2.831 1.507 0.057
```